1.
C23H13N4O6Ru as an isolated structure, computed with wB97M-V/def2-TZVPD.

For the lowest unoccupied orbital energy (spin up / spin down), the calculation gives -3.4 / -3.7 eV. As for the frontier orbital gap (spin up / spin down): 4.840 / 4.548 eV. The HOMO energy (spin up / spin down) is -8.273 / -8.264 eV.

ORCA input file:
```
! RIJCOSX wB97M-V def2-TZVPD def2/J DEFGRID3
* xyz 0 2
Ru -0.302 0.198 -0.186
O -1.687 -6.070 2.150
C -1.300 -5.892 0.992
O -1.047 -6.591 0.007
C -1.081 -4.336 0.680
C -0.662 -3.942 -0.581
C -0.527 -2.591 -0.837
N -0.819 -1.692 0.117
C -1.165 -2.059 1.361
C -1.318 -3.396 1.672
C -1.312 -0.911 2.277
C -1.659 -1.012 3.610
C -1.712 0.128 4.395
C -1.436 1.359 3.820
C -1.118 1.401 2.479
N -1.054 0.302 1.721
C -0.033 -1.967 -2.078
C 0.329 -2.662 -3.216
C 0.826 -1.978 -4.312
C 0.946 -0.598 -4.252
C 0.559 0.045 -3.095
N 0.077 -0.611 -2.034
H -0.435 -4.697 -1.323
H -1.599 -3.731 2.662
H -1.878 -1.984 4.028
H -1.968 0.065 5.443
H -1.464 2.273 4.394
H -0.911 2.344 1.989
H 0.225 -3.737 -3.233
H 1.119 -2.508 -5.208
H 1.332 -0.024 -5.081
H 0.632 1.121 -3.010
O 1.233 6.883 -1.299
C 2.023 6.131 -0.719
O 3.140 6.207 -0.207
C 1.417 4.637 -0.601
C 0.152 4.365 -1.123
C -0.338 3.087 -1.017
N 0.375 2.104 -0.423
C 1.586 2.372 0.080
C 2.148 3.627 0.019
C 2.298 1.182 0.701
O 3.347 1.356 1.258
O 1.665 0.037 0.546
H -0.416 5.150 -1.604
H -1.315 2.807 -1.402
H 3.127 3.808 0.440
*
```

2.
C16H38GeN3O2PtSSi3 as an isolated structure, computed with wB97M-V/def2-TZVPD.

For the lowest unoccupied orbital energy (spin up / spin down), the calculation gives -13.0 / -13.1 eV. As for the frontier orbital gap (spin up / spin down): 5.580 / 5.951 eV. The HOMO energy (spin up / spin down) is -18.561 / -19.010 eV.

ORCA input file:
```
! RIJCOSX wB97M-V def2-TZVPD def2/J DEFGRID3
* xyz 4 2
Pt 0.097 -1.148 0.652
C -3.259 -4.040 3.574
O -2.988 -2.809 2.833
C -1.926 -2.647 2.124
O -1.766 -1.551 1.533
N -1.004 -3.628 2.047
N 0.124 -3.423 1.231
H -4.167 -3.832 4.127
H -2.445 -4.243 4.268
H -3.432 -4.859 2.878
H -1.155 -4.544 2.446
H 0.042 -3.997 0.393
H 0.954 -3.724 1.737
C -3.848 0.064 -0.558
Si -2.700 0.354 -1.958
C -2.062 -1.077 -2.906
C -2.799 1.959 -2.836
Ge -0.474 1.043 0.220
Si -1.118 2.865 2.609
C 0.602 3.050 3.216
C -2.219 1.672 3.456
C -1.866 4.221 1.630
Si 2.083 2.850 -2.061
C 2.345 1.494 -3.248
C 1.053 4.263 -2.571
C 3.218 3.080 -0.653
H -4.625 -0.606 -0.952
H -4.330 0.987 -0.234
H -3.406 -0.449 0.299
H -2.942 -1.644 -3.238
H -1.446 -1.749 -2.310
H -1.515 -0.760 -3.794
H -3.726 1.893 -3.428
H -1.988 2.111 -3.548
H -2.909 2.824 -2.183
H 1.139 2.101 3.264
H 0.535 3.419 4.249
H 1.175 3.782 2.648
H -1.733 0.727 3.697
H -3.152 1.489 2.923
H -2.482 2.151 4.412
H -1.185 4.634 0.887
H -2.093 5.034 2.334
H -2.810 3.936 1.166
H 1.605 1.487 -4.047
H 2.427 0.514 -2.778
H 3.325 1.717 -3.697
H 0.169 3.997 -3.149
H 1.722 4.807 -3.264
H 0.798 4.955 -1.770
H 3.321 2.227 0.020
H 3.001 3.988 -0.094
H 4.203 3.199 -1.135
S 2.315 -0.710 0.219
C 3.058 -2.168 -0.408
N 4.325 -2.403 0.009
C 5.095 -3.417 -0.440
C 4.594 -4.299 -1.362
C 3.289 -4.108 -1.811
C 2.524 -3.050 -1.338
H 4.729 -1.767 0.690
H 6.093 -3.479 -0.028
H 5.208 -5.109 -1.726
H 2.874 -4.780 -2.551
H 1.526 -2.873 -1.716
*
```

3.
C31H30AsN8O2PtS2 as an isolated structure, computed with wB97M-V/def2-TZVPD.

For the lowest unoccupied orbital energy, the calculation gives -2.7 eV. As for the frontier orbital gap: 7.579 eV. The HOMO energy is -10.244 eV.

ORCA input file:
```
! RIJCOSX wB97M-V def2-TZVPD def2/J DEFGRID3
* xyz 1 1
Pt -0.962 1.217 -1.418
N 5.509 1.128 3.446
C 4.846 1.332 2.258
C 4.247 2.569 1.981
C 3.551 2.764 0.806
C 3.424 1.719 -0.102
C 4.020 0.493 0.150
C 4.728 0.298 1.321
S 2.550 1.978 -1.602
O 2.648 0.770 -2.366
O 2.964 3.235 -2.148
N 0.953 2.130 -1.196
C 0.408 3.364 -1.006
N -0.908 3.285 -1.326
C -1.700 4.338 -1.179
C -1.161 5.530 -0.739
C 0.192 5.517 -0.403
N 0.976 4.451 -0.502
H 5.819 1.940 3.951
H 6.133 0.342 3.501
H 4.351 3.382 2.689
H 3.104 3.724 0.581
H 3.947 -0.297 -0.587
H 5.209 -0.654 1.510
H -2.744 4.209 -1.438
H -1.760 6.422 -0.647
H 0.661 6.413 -0.013
C -3.798 0.777 3.795
C -4.002 0.507 2.354
N -4.948 -0.207 1.840
N -4.738 -0.138 0.498
C -3.688 0.610 0.156
S -3.248 0.929 -1.459
N -3.195 1.027 1.354
N -2.066 1.815 1.514
H -4.617 0.328 4.351
H -3.784 1.850 3.988
H -2.856 0.357 4.145
H -5.345 -0.630 -0.139
H -1.431 1.379 2.174
H -2.328 2.752 1.798
C -3.836 -4.329 -2.539
C -3.577 -3.211 -3.319
C -2.674 -2.255 -2.881
C -2.031 -2.412 -1.657
C -2.267 -3.549 -0.891
C -3.179 -4.499 -1.329
As -0.638 -1.155 -1.210
C 0.899 -1.899 -2.075
C 1.322 -1.357 -3.280
C 2.365 -1.959 -3.971
C 2.967 -3.098 -3.461
C 2.533 -3.646 -2.259
C 1.492 -3.052 -1.567
C -0.290 -1.347 0.683
C -1.298 -1.618 1.608
C -1.013 -1.593 2.967
C 0.262 -1.262 3.410
C 1.261 -0.974 2.490
C 0.985 -1.022 1.132
H -4.538 -5.077 -2.882
H -4.073 -3.085 -4.272
H -2.469 -1.388 -3.498
H -1.737 -3.715 0.038
H -3.363 -5.381 -0.731
H 0.861 -0.459 -3.672
H 2.715 -1.523 -4.896
H 3.781 -3.564 -4.000
H 3.001 -4.539 -1.867
H 1.151 -3.481 -0.631
H -2.297 -1.881 1.280
H -1.783 -1.856 3.682
H 0.481 -1.248 4.470
H 2.259 -0.717 2.821
H 1.767 -0.800 0.417
*
```

Relative energy (zero: lowest compared OMol25 entry of this formula, charge and spin) in eV, matching the order above: 0.000; 1.300; 0.000